1.
Below is 2 unconnected molecules or ions with the total composition C4H13N2OS at a distorted geometry, with properties calculated with wB97M-V/def2-TZVPD.

Values from the calculation:
total energy	-743.08904	hartree
maximum force	8.96	eV/A
lowest unoccupied orbital energy	3.46	eV
charge	-1
energy above the lowest of the compared OMol25 structures with the same formula, charge and spin	2.450	eV

Last column: natural (NBO) charge in e.
Positions of all 21 atoms, in Å:
C: 0.351 -0.245 2.221  -0.443
N: 0.225 0.715 0.995  -0.670
C: -0.473 -0.067 -0.109  -0.101
C: -1.891 0.411 -0.109  -0.527
S: -2.914 -0.846 -1.042  -0.764
C: 0.156 0.402 -1.474  -0.222
N: -0.163 -0.374 -2.740  -0.857
H: 1.283 0.034 2.853  0.188
H: -0.660 -0.401 2.690  0.199
H: 0.803 -1.124 1.831  0.192
H: -0.336 1.500 1.166  0.353
H: -0.253 -1.198 -0.013  0.204
H: -2.128 1.368 -0.741  0.195
H: -2.395 0.459 0.682  0.176
H: 1.233 0.512 -1.538  0.185
H: -0.152 1.472 -1.672  0.175
H: -1.104 -0.379 -3.034  0.379
H: -0.105 -1.349 -2.466  0.341
H: 3.054 0.348 1.249  0.474
H: 2.295 -0.711 0.451  0.478
O: 3.175 -0.527 0.800  -0.953

2.
Below is 2 unconnected molecules or ions with the total composition C4H13N2P at a distorted geometry, with properties calculated with wB97M-V/def2-TZVPD.

Values from the calculation:
total energy	-610.86910	hartree
maximum force	4.62	eV/A
lowest unoccupied orbital energy (spin up / spin down)	-0.49 / 0.20	eV
energy above the lowest of the compared OMol25 structures with the same formula, charge and spin	4.676	eV

Last column: natural (NBO) charge in e.
Positions of all 20 atoms, in Å:
C: 1.996 1.149 0.162  -0.477
C: 1.390 -1.005 -0.693  -0.492
C: -1.147 1.627 1.026  -0.433
C: -1.775 -1.634 0.114  -0.981
N: 1.357 -0.140 0.355  -0.256
N: -1.068 0.946 -0.291  -0.777
P: -1.923 -0.194 -0.983  0.973
H: 2.977 0.757 0.107  0.218
H: 1.989 1.769 -0.717  0.200
H: 1.656 1.786 0.985  0.202
H: 1.492 -2.059 -0.430  0.200
H: 0.421 -0.938 -1.389  0.213
H: 2.177 -0.939 -1.522  0.176
H: -0.223 2.271 1.193  0.199
H: -1.992 2.261 1.148  0.208
H: -1.275 0.900 1.903  0.186
H: -1.869 -1.427 1.205  0.246
H: -0.763 -1.988 -0.093  0.238
H: -2.426 -2.448 -0.176  0.232
H: -0.994 -0.695 -1.903  -0.074

3.
Below is 2 unconnected molecules or ions with the total composition C4H13N2P at a distorted geometry, with properties calculated with wB97M-V/def2-TZVPD.

Values from the calculation:
total energy	-610.96256	hartree
maximum force	4.28	eV/A
lowest unoccupied orbital energy (spin up / spin down)	0.64 / 0.99	eV
energy above the lowest of the compared OMol25 structures with the same formula, charge and spin	2.133	eV

Last column: natural (NBO) charge in e.
Positions of all 20 atoms, in Å:
C: 0.106 0.016 1.628  -0.693
C: 1.830 0.726 -0.104  -0.691
C: -0.239 2.241 0.207  -0.687
C: 0.432 0.856 0.420  0.095
N: -1.819 -1.598 -0.030  -1.153
N: -0.187 -2.253 -1.790  -1.178
P: -1.182 -0.861 -1.375  0.847
H: 0.052 -1.106 1.365  0.240
H: 0.888 0.110 2.295  0.205
H: -0.800 0.369 2.113  0.203
H: 2.190 -0.293 -0.107  0.217
H: 2.454 1.433 0.519  0.209
H: 1.804 0.936 -1.243  0.214
H: -1.192 2.463 0.790  0.211
H: 0.364 3.106 0.378  0.207
H: -0.424 2.291 -0.881  0.223
H: -2.097 -2.553 -0.129  0.400
H: -2.265 -0.946 0.474  0.380
H: -0.622 -2.916 -2.382  0.373
H: 0.708 -2.021 -2.147  0.378

4.
Below is 2 unconnected molecules or ions with the total composition C4H13N2P at a distorted geometry, with properties calculated with wB97M-V/def2-TZVPD.

Values from the calculation:
total energy	-610.99776	hartree
maximum force	4.48	eV/A
lowest unoccupied orbital energy	1.03	eV
energy above the lowest of the compared OMol25 structures with the same formula, charge and spin	1.175	eV

Last column: natural (NBO) charge in e.
Positions of all 20 atoms, in Å:
C: -3.678 -0.636 -0.795  -0.080
C: -2.366 0.044 0.938  -0.464
C: 2.707 -1.075 0.183  -0.959
C: 1.210 1.010 0.931  -0.939
N: 1.886 0.800 -1.713  -1.162
N: -3.645 0.215 0.204  -0.367
P: 1.185 -0.250 -0.455  0.912
H: -2.883 -1.292 -1.176  0.154
H: -4.562 -0.632 -1.388  0.163
H: 2.764 0.374 -2.124  0.378
H: -2.069 -0.994 1.086  0.191
H: -1.596 0.633 0.502  0.199
H: -2.601 0.546 1.868  0.200
H: 2.335 -1.722 1.042  0.241
H: 3.357 -1.501 -0.605  0.237
H: 3.209 -0.193 0.666  0.225
H: 0.288 1.601 0.920  0.224
H: 1.312 0.429 1.825  0.221
H: 1.940 1.746 0.653  0.240
H: 1.208 0.897 -2.563  0.386

5.
Below is a single C4H13N2P molecule at a distorted geometry, with properties calculated with wB97M-V/def2-TZVPD.

Values from the calculation:
total energy	-611.02639	hartree
maximum force	4.50	eV/A
lowest unoccupied orbital energy	0.91	eV
energy above the lowest of the compared OMol25 structures with the same formula, charge and spin	0.396	eV

Last column: natural (NBO) charge in e.
Positions of all 20 atoms, in Å:
C: 0.424 -1.183 -0.393  -0.621
C: -1.842 -0.536 0.316  -0.615
C: -0.760 0.637 -1.547  -0.609
C: -0.454 -0.005 -0.226  -0.298
N: 1.877 1.507 0.360  -1.193
N: 0.773 0.001 2.192  -1.162
P: 0.352 1.217 1.052  1.105
H: 1.362 -1.021 -0.835  0.214
H: 0.703 -1.620 0.504  0.220
H: -0.159 -1.949 -1.095  0.189
H: -2.758 0.129 0.463  0.218
H: -1.724 -1.130 1.176  0.190
H: -2.058 -1.148 -0.467  0.203
H: -1.604 1.173 -1.472  0.213
H: 0.126 1.101 -1.884  0.195
H: -0.977 -0.064 -2.278  0.204
H: 2.592 0.764 0.805  0.402
H: 1.788 1.608 -0.611  0.381
H: 0.908 0.422 3.075  0.380
H: -0.104 -0.606 2.289  0.385

6.
Below is a gas-phase ion, C4H13N2S (charge +1) at a distorted geometry, with properties calculated with wB97M-V/def2-TZVPD.

Values from the calculation:
total energy	-667.59693	hartree
maximum force	5.20	eV/A
lowest unoccupied orbital energy	-3.55	eV
charge	+1
energy above the lowest of the compared OMol25 structures with the same formula, charge and spin	2.255	eV

Last column: natural (NBO) charge in e.
Positions of all 20 atoms, in Å:
N: -0.699 1.256 1.445  -0.721
C: -0.282 0.519 0.278  -0.099
C: -1.241 0.688 -1.031  -0.552
S: -1.499 2.449 -1.194  0.054
C: 0.043 -0.976 0.512  -0.253
N: 0.774 -1.529 -0.676  -0.620
C: 2.175 -1.427 -0.526  -0.403
H: -1.245 2.100 1.000  0.450
H: -1.361 0.710 2.059  0.445
H: 0.152 1.484 1.964  0.455
H: 0.601 1.028 -0.258  0.243
H: -2.192 0.216 -0.978  0.237
H: -0.537 0.328 -1.865  0.292
H: -2.599 2.511 -0.510  0.114
H: -0.816 -1.598 0.501  0.224
H: 0.612 -1.043 1.459  0.183
H: 0.553 -2.564 -0.855  0.385
H: 2.644 -1.272 -1.443  0.211
H: 2.276 -0.578 0.079  0.170
H: 2.640 -2.301 0.039  0.186

7.
Below is 2 unconnected molecules or ions with the total composition C4H13N2S at a distorted geometry, with properties calculated with wB97M-V/def2-TZVPD.

Values from the calculation:
total energy	-667.66208	hartree
maximum force	2.90	eV/A
lowest unoccupied orbital energy	-3.27	eV
charge	+1
energy above the lowest of the compared OMol25 structures with the same formula, charge and spin	0.482	eV

Last column: natural (NBO) charge in e.
Positions of all 20 atoms, in Å:
C: 1.430 -2.099 -1.299  -0.628
C: 1.360 -1.919 0.249  -0.485
S: 2.065 -0.230 0.652  -0.060
H: 2.473 -1.853 -1.645  0.227
H: 0.915 -1.293 -1.880  0.196
H: 1.148 -3.077 -1.605  0.241
H: 0.323 -1.989 0.587  0.203
H: 1.976 -2.680 0.811  0.243
H: 1.928 -0.320 2.004  0.154
C: -1.572 0.775 1.728  -0.411
N: -0.902 1.045 0.434  -0.528
C: -1.432 1.825 -0.468  0.390
N: -0.813 2.244 -1.586  -0.733
H: -1.056 1.324 2.508  0.229
H: -1.546 -0.297 1.889  0.228
H: -2.560 1.149 1.745  0.223
H: 0.050 0.587 0.342  0.431
H: -2.393 2.326 -0.228  0.225
H: -0.027 1.722 -1.986  0.425
H: -1.368 2.760 -2.254  0.429

8.
Below is 2 unconnected molecules or ions with the total composition C4H13N2Si at a distorted geometry, with properties calculated with wB97M-V/def2-TZVPD.

Values from the calculation:
total energy	-558.81019	hartree
maximum force	3.83	eV/A
lowest unoccupied orbital energy	-4.12	eV
charge	+1
energy above the lowest of the compared OMol25 structures with the same formula, charge and spin	5.291	eV

Last column: natural (NBO) charge in e.
Positions of all 20 atoms, in Å:
C: 1.464 0.487 0.697  -0.017
C: 3.232 -0.738 -0.555  -0.415
C: -2.050 1.300 -0.667  -0.422
C: 0.203 0.649 1.163  -0.013
N: 1.933 -0.182 -0.401  -0.562
N: -1.285 0.081 -0.294  -0.849
Si: -2.356 -1.171 0.676  1.079
H: 2.231 0.726 1.510  0.275
H: 3.616 -0.979 0.422  0.216
H: 3.963 -0.014 -0.999  0.217
H: 3.115 -1.705 -1.144  0.228
H: -1.436 2.062 -1.091  0.222
H: -2.603 0.876 -1.455  0.217
H: -2.656 1.654 0.274  0.233
H: -0.346 1.522 1.498  0.230
H: 1.384 -0.303 -1.237  0.393
H: -0.623 -0.388 -0.995  0.409
H: -3.327 -0.245 1.031  -0.183
H: -1.380 -1.443 1.673  -0.137
H: -3.077 -2.191 -0.106  -0.123

9.
Below is a single C4H13N3 molecule at a distorted geometry, with properties calculated with wB97M-V/def2-TZVPD.

Values from the calculation:
total energy	-324.38634	hartree
maximum force	5.66	eV/A
lowest unoccupied orbital energy	1.05	eV
energy above the lowest of the compared OMol25 structures with the same formula, charge and spin	2.411	eV

Last column: natural (NBO) charge in e.
Positions of all 20 atoms, in Å:
C: 0.282 0.374 0.973  -0.241
N: -1.020 0.492 0.164  -0.645
C: -1.875 -0.740 0.061  -0.252
C: -1.048 -1.871 -0.464  -0.247
N: -0.024 -1.608 -1.566  -0.813
C: 1.493 1.022 0.320  -0.226
N: 1.766 2.459 0.502  -0.874
H: 0.497 -0.707 1.093  0.189
H: 0.034 0.936 1.944  0.207
H: -0.871 0.804 -0.807  0.350
H: -2.645 -0.489 -0.678  0.192
H: -2.519 -0.950 0.952  0.209
H: -0.385 -2.227 0.377  0.172
H: -1.694 -2.699 -0.728  0.195
H: 0.887 -1.270 -1.052  0.354
H: -0.474 -0.819 -2.018  0.338
H: 1.406 0.967 -0.801  0.175
H: 2.332 0.435 0.594  0.179
H: 1.299 2.971 1.096  0.359
H: 2.560 2.920 0.041  0.378

10.
Below is 2 unconnected molecules or ions with the total composition C4H13N3 at a distorted geometry, with properties calculated with wB97M-V/def2-TZVPD.

Values from the calculation:
total energy	-324.45159	hartree
maximum force	2.49	eV/A
lowest unoccupied orbital energy	1.11	eV
energy above the lowest of the compared OMol25 structures with the same formula, charge and spin	0.635	eV

Last column: natural (NBO) charge in e.
Positions of all 20 atoms, in Å:
C: -0.490 2.105 -0.621  -0.426
C: 2.184 1.091 -0.911  -0.696
N: -0.225 0.702 -0.446  -0.598
C: 0.972 0.250 -0.583  0.465
N: 1.151 -1.083 -0.427  -0.859
H: -1.661 -1.079 -0.237  0.403
H: 2.081 -1.388 -0.192  0.376
H: -0.291 2.445 -1.646  0.174
H: -1.546 2.273 -0.408  0.195
H: 0.098 2.738 0.056  0.172
H: 2.354 1.826 -0.123  0.227
H: 2.012 1.645 -1.835  0.230
H: 3.072 0.474 -1.024  0.216
C: -1.621 -1.543 1.747  -0.414
N: -1.379 -1.869 0.343  -0.841
H: -1.913 -2.686 0.060  0.363
H: 0.173 -1.540 -0.079  0.439
H: -1.241 -2.356 2.364  0.188
H: -2.675 -1.360 1.979  0.175
H: -1.054 -0.647 1.985  0.210

11.
Below is 2 unconnected molecules or ions with the total composition C4H13N3 at a distorted geometry, with properties calculated with wB97M-V/def2-TZVPD.

Values from the calculation:
total energy	-324.18525	hartree
maximum force	4.22	eV/A
lowest unoccupied orbital energy	-3.27	eV
energy above the lowest of the compared OMol25 structures with the same formula, charge and spin	7.883	eV

Last column: natural (NBO) charge in e.
Positions of all 20 atoms, in Å:
N: 1.639 -3.470 0.020  -1.085
C: 0.861 2.480 0.113  -0.632
C: -0.571 2.613 0.079  -0.307
N: -1.230 1.509 -0.644  -0.177
C: -0.868 0.293 0.080  -0.312
C: -0.993 -1.032 -0.708  -0.282
N: -0.617 -2.232 0.141  -0.541
H: 1.189 2.152 -0.879  0.218
H: 1.392 -2.684 -0.566  0.359
H: 1.495 3.368 0.335  0.237
H: 1.202 1.704 0.850  0.208
H: -0.934 2.699 1.151  0.199
H: -0.903 3.553 -0.450  0.212
H: 0.821 -3.511 0.702  0.390
H: 0.223 0.380 0.344  0.213
H: -1.520 0.314 0.940  0.233
H: -1.947 -1.338 -1.144  0.209
H: -0.330 -1.023 -1.570  0.200
H: 2.570 -3.359 0.440  0.351
H: -1.480 -2.419 0.765  0.307

12.
Below is 2 unconnected molecules or ions with the total composition C4H13N3 at a distorted geometry, with properties calculated with wB97M-V/def2-TZVPD.

Values from the calculation:
total energy	-324.44992	hartree
maximum force	2.45	eV/A
lowest unoccupied orbital energy	1.05	eV
energy above the lowest of the compared OMol25 structures with the same formula, charge and spin	0.681	eV

Last column: natural (NBO) charge in e.
Positions of all 20 atoms, in Å:
C: -1.271 -0.991 -0.270  -0.058
C: 0.208 -1.332 -0.538  -0.237
C: -1.165 0.272 0.601  -0.446
C: -0.044 1.080 -0.029  -0.231
N: -1.964 -0.798 -1.534  -0.836
N: 0.944 -0.074 -0.596  -0.668
N: 2.406 1.085 1.609  -1.114
H: -1.776 -1.803 0.261  0.195
H: -2.931 -0.538 -1.381  0.357
H: -1.524 -0.061 -2.071  0.348
H: 1.223 0.146 -1.545  0.364
H: 2.181 0.413 0.866  0.396
H: 2.574 0.583 2.473  0.352
H: 3.266 1.558 1.348  0.353
H: 0.596 -1.926 0.298  0.181
H: 0.301 -1.922 -1.453  0.210
H: -2.097 0.842 0.612  0.215
H: -0.900 -0.001 1.623  0.210
H: 0.366 1.836 0.636  0.241
H: -0.394 1.630 -0.910  0.169